Entry 1:
A gas-phase ion, C11H7O4 (charge -1) at a distorted geometry, computed with ωB97M-V with the def2-TZVPD basis set.

The value obtained for the largest force on an atom is 0.0915 Eh/bohr. As for the spin multiplicity: 1. As for the net charge: -1. The energy above the lowest of the compared OMol25 structures with the same formula, charge and spin is 0.0 kcal per mole.

Each line ends with the natural charge from an NBO analysis.
CARTESIAN COORDINATES (ANGSTROEM)
C 0.6567 2.6827 -0.2346  -0.20
C 2.0542 2.6247 -0.2620  -0.27
C -0.0932 1.5228 -0.0041  -0.23
C 2.6663 1.5014 0.1829  -0.15
C 0.4421 0.1931 0.0833  0.00
C 1.8864 0.2727 0.1460  -0.20
C -0.3662 -1.0191 0.1502  0.00
C 1.7723 -2.3752 0.2035  0.72
C 2.5472 -1.0350 -0.1614  0.42
C -1.6896 -1.2020 -0.1908  0.47
C -2.2939 -2.6831 0.0019  -0.72
O 0.5122 -2.1687 0.6124  -0.52
O -2.3925 -0.2681 -0.5483  -0.69
O 2.2257 -3.4875 0.2149  -0.57
O 3.7954 -1.0585 -0.4501  -0.58
H 0.1478 3.7329 -0.4269  0.20
H 2.6618 3.3536 -0.6265  0.19
H -1.2201 1.5197 -0.0435  0.25
H 3.6928 1.5566 0.2539  0.21
H -3.0875 -2.9298 -0.7691  0.22
H -2.8989 -2.7086 1.0117  0.21
H -1.4567 -3.4673 0.2044  0.24



Entry 2:
A molecular structure, C11H84NO30 at a distorted geometry, computed with ωB97M-V with the def2-TZVPD basis set.

The value obtained for the largest force on an atom is 0.2221 Eh/bohr. As for the spin multiplicity: 1. As for the net charge: +1. The energy above the lowest of the compared OMol25 structures with the same formula, charge and spin is 68.1 kcal per mole.

Each line ends with the Löwdin charge.
CARTESIAN COORDINATES (ANGSTROEM)
C 22.9696 15.6046 45.0823  -0.08
C 22.9779 14.4395 46.1950  -0.20
C 24.4267 13.8611 46.2375  -0.14
C 24.4517 12.3952 46.9882  -0.03
N 25.6422 11.4273 46.5940  -0.13
C 25.4112 10.3165 47.5274  -0.11
C 26.7438 10.2187 48.2801  -0.13
C 27.3799 11.5887 48.2464  -0.17
C 26.9963 12.1006 46.9396  -0.09
C 25.6049 11.1195 45.1110  -0.10
C 26.5966 10.1114 44.6602  -0.20
C 26.1323 9.2778 43.3885  -0.04
H 21.9892 16.1364 45.0572  0.06
H 23.0170 15.0764 43.9551  0.11
H 23.8273 16.2121 45.4173  0.05
H 22.2093 13.6814 45.8800  0.11
H 22.6366 14.9352 46.9787  0.05
H 25.3639 14.5599 46.5673  0.14
H 24.8138 13.6639 45.3148  0.03
H 23.4465 12.0684 46.5959  0.12
H 24.3873 12.6338 48.0201  0.10
H 25.0630 9.2300 47.1686  0.20
H 24.7065 10.5998 48.1773  0.06
H 27.2511 9.5060 47.6402  0.07
H 26.6693 9.8674 49.3921  0.15
H 28.3498 11.6068 48.5372  0.07
H 26.8810 12.2466 49.0565  0.13
H 27.7647 11.8369 46.1823  0.13
H 26.9080 13.2375 46.8875  0.12
H 25.6129 12.1028 44.4961  0.16
H 24.7101 10.7781 45.0979  0.04
H 27.0770 9.4790 45.3805  0.09
H 27.5934 10.4325 44.2712  0.09
H 25.4356 8.4669 43.5937  0.05
H 27.1196 8.8107 42.9107  0.07
H 25.8645 10.0043 42.5223  0.10
O 29.2312 11.2528 50.8762  -0.06
H 29.1447 11.0210 51.7693  0.02
H 29.2462 12.2940 51.0326  0.14
O 26.6962 6.0431 41.4954  -0.03
H 26.6384 6.8210 41.0264  0.01
H 27.2949 5.3973 41.0405  0.10
O 19.4967 13.3184 46.5920  0.03
H 18.9490 14.0007 46.5573  -0.02
H 19.6652 13.1782 45.6622  0.06
O 22.7456 17.5358 41.9749  -0.06
H 23.4685 18.1296 41.5207  0.11
H 22.9622 16.7356 41.6332  -0.08
O 26.7677 12.3981 41.4103  0.03
H 26.4211 12.7841 40.6911  0.01
H 27.6968 12.2603 41.2547  0.07
O 25.6039 10.1891 52.0849  0.06
H 26.2051 10.9599 52.0949  0.09
H 26.0524 9.1994 52.0413  0.23
O 26.4940 13.2618 51.2206  -0.03
H 25.7918 13.8259 51.0317  -0.02
H 27.3182 13.5801 50.8149  0.05
O 22.8640 7.2818 46.9923  -0.10
H 22.6497 7.4753 48.0162  0.13
H 22.1634 6.8732 46.5004  0.03
O 23.8023 10.3870 51.0446  -0.11
H 24.6949 10.1111 51.4834  -0.23
H 23.0894 10.3029 51.6209  -0.02
O 29.7975 8.8293 45.3870  -0.09
H 29.7921 7.9923 44.9144  0.02
H 30.6509 8.4700 45.8801  0.14
O 23.9931 13.4189 50.5484  0.04
H 24.2220 14.0245 51.1251  -0.05
H 24.3364 12.6530 50.9578  0.00
O 22.1330 13.4125 42.2102  -0.09
H 21.8109 13.4439 41.3083  0.04
H 21.2815 13.6458 42.7666  0.11
O 20.8431 11.1144 47.6537  -0.04
H 21.0912 11.1525 48.5552  0.03
H 20.3734 11.9752 47.5707  0.03
O 19.5557 17.5376 45.8874  -0.05
H 19.6087 18.0843 46.6761  0.05
H 19.5240 18.1626 45.1586  0.04
O 28.2651 7.6366 48.0224  -0.11
H 28.5643 7.6148 47.0324  0.07
H 29.0566 7.8956 48.5127  -0.01
O 19.2110 16.2024 43.3131  -0.04
H 19.2725 16.6505 44.1092  -0.07
H 19.6879 16.7666 42.6531  0.07
O 28.8443 7.1239 43.0982  -0.11
H 27.9752 6.7083 43.0177  -0.02
H 28.6361 8.1331 43.0031  0.03
O 22.3904 9.8743 45.6155  -0.03
H 21.9814 10.4808 46.2858  0.01
H 22.6229 9.2806 46.2314  -0.09
O 26.2549 10.7849 39.3407  -0.01
H 26.6915 11.2487 39.9801  -0.09
H 26.9141 10.3768 38.7461  0.07
O 28.6140 15.0832 48.3005  -0.02
H 28.1627 14.8753 47.5677  -0.11
H 29.4538 15.2980 47.8680  0.06
O 26.7121 16.6679 46.2797  -0.05
H 26.4701 16.6797 45.3961  -0.08
H 27.5080 17.2962 46.3243  0.11
O 30.0773 11.5559 44.7256  0.01
H 29.9911 10.6483 45.0921  0.02
H 30.8148 11.4111 44.3044  -0.06
O 29.6411 9.6361 41.6994  -0.14
H 30.5385 9.3321 42.0660  0.08
H 29.6638 10.6971 41.5778  0.11
O 26.3719 5.8505 44.5124  -0.11
H 25.8936 5.4049 45.1712  -0.01
H 26.0531 5.3861 43.5576  0.13
O 30.2199 8.9787 49.8090  -0.06
H 30.8229 9.5581 49.3700  0.03
H 29.6293 9.7187 50.1136  0.01
O 25.7098 16.1573 43.9845  -0.04
H 26.2552 16.8326 43.6214  0.06
H 26.2184 15.3506 43.9433  0.01
O 29.1363 14.2483 46.0888  -0.03
H 29.2107 13.7851 45.3884  -0.11
H 28.2600 14.8676 46.2039  0.12
O 23.0497 7.0490 42.5047  0.06
H 23.9494 7.1583 42.7875  0.01
H 22.9832 6.2776 42.2000  -0.09
O 24.2579 15.1377 41.5976  -0.07
H 24.8495 15.7902 42.0905  0.06
H 23.8991 14.4590 42.1077  -0.05
O 27.2827 13.9439 43.4703  -0.06
H 27.1312 13.4364 42.7078  -0.05
H 28.2785 14.2338 43.3424  0.14



Entry 3:
A molecular structure, C11H8AuNO5 at a distorted geometry, computed with ωB97M-V with the def2-TZVPD basis set.

The value obtained for the largest force on an atom is 0.1745 Eh/bohr. As for the spin multiplicity: 3. As for the net charge: +2. The energy above the lowest of the compared OMol25 structures with the same formula, charge and spin is 44.4 kcal per mole.

Each line ends with the Löwdin spin population.
CARTESIAN COORDINATES (ANGSTROEM)
O 0.3172 -1.0298 -4.9859  0.00
C 0.8838 -0.2476 -4.3360  0.01
Au 2.3280 2.6365 -0.5136  0.32
C 1.8685 2.7073 1.5779  0.02
O 1.7704 2.9367 2.7053  0.00
C 4.4929 4.8854 -0.9527  0.01
O 5.2657 5.5797 -1.5358  0.00
C 0.4655 3.1117 -1.3916  0.15
O -0.6383 3.3309 -1.6806  0.01
C 3.2562 0.8069 -0.7298  0.14
O 3.7232 -0.2665 -0.5853  0.00
H 2.1336 2.0287 -2.0966  0.34
N -0.3825 -0.3435 0.2782  0.27
C -1.2605 -1.2736 0.7386  0.17
C -0.8037 -2.3498 1.5311  0.12
C -1.7217 -3.2800 1.9953  0.02
C -3.0800 -3.1733 1.6868  0.25
C -3.5209 -2.0977 0.9108  0.02
C -2.6349 -1.1440 0.4338  0.12
H 0.6152 -0.4602 0.3800  0.01
H -0.6427 0.3871 -0.3511  0.01
H 0.2605 -2.4220 1.7643  0.00
H -1.3636 -4.1059 2.6014  0.00
H -3.7859 -3.9145 2.0559  0.01
H -4.5742 -2.0041 0.6677  0.00
H -2.9720 -0.2984 -0.1682  0.00



Entry 4:
A molecular structure, C11H8BF2IrN3S at a distorted geometry, computed with ωB97M-V with the def2-TZVPD basis set.

The value obtained for the largest force on an atom is 0.0710 Eh/bohr. As for the spin multiplicity: 1. As for the net charge: +1. The energy above the lowest of the compared OMol25 structures with the same formula, charge and spin is 0.0 kcal per mole.

Each line ends with the natural charge from an NBO analysis.
CARTESIAN COORDINATES (ANGSTROEM)
Ir -1.1488 -0.1382 -1.6351  0.78
C 3.0714 -0.2885 -2.1448  -0.21
C 3.5723 -0.2757 -0.8375  -0.12
C 2.6780 -0.2816 0.2050  -0.19
C 1.3036 -0.3471 -0.0376  0.17
N 0.8272 -0.3899 -1.3169  -0.46
C 1.7158 -0.3497 -2.3304  0.07
C 0.3086 -0.3488 1.0057  0.16
C 0.5937 -0.3404 2.3767  -0.19
C -0.4349 -0.3071 3.2884  -0.11
C -1.7573 -0.3007 2.8406  -0.21
C -1.9818 -0.3022 1.4834  0.08
N -0.9836 -0.3189 0.6046  -0.39
H 3.7392 -0.2564 -2.9895  0.25
H 4.6357 -0.2676 -0.6523  0.25
H 3.0257 -0.2354 1.2236  0.24
H 1.2865 -0.3741 -3.3244  0.23
H 1.6196 -0.3524 2.7080  0.24
H -0.2191 -0.2784 4.3449  0.25
H -2.5839 -0.2875 3.5311  0.26
H -2.9803 -0.2861 1.0705  0.24
F -0.0031 2.6215 -1.4894  -0.50
B -1.1514 1.9709 -1.5801  1.14
F -2.2119 2.7372 -1.4574  -0.48
S -5.7337 -0.2850 -1.3903  0.07
C -4.1828 -0.3565 -1.6590  0.18
N -3.0048 -0.3613 -1.8377  -0.74



Entry 5:
A molecular structure, C11H8BrNO4Pt at a distorted geometry, computed with ωB97M-V with the def2-TZVPD basis set.

The value obtained for the largest force on an atom is 0.1479 Eh/bohr. As for the spin multiplicity: 3. As for the net charge: +2. The energy above the lowest of the compared OMol25 structures with the same formula, charge and spin is 0.0 kcal per mole.

Each line ends with the Löwdin spin population.
CARTESIAN COORDINATES (ANGSTROEM)
Pt -0.0305 1.2167 -0.6601  0.93
C 0.1196 2.0802 1.0839  0.12
O 0.1724 2.4283 2.1805  0.01
C 0.0177 2.7764 -1.7949  0.10
O -0.0082 3.7905 -2.3600  0.00
C -2.0300 1.1153 -0.5585  0.11
O -3.1873 1.1654 -0.4600  0.04
C 1.9546 0.7974 -0.7086  0.10
O 3.0897 0.6167 -0.6514  0.03
C -0.0244 -0.1523 -3.6081  0.13
H 0.9223 -0.7121 -3.5150  0.00
H -0.9632 -0.7183 -3.4809  0.00
C -0.0272 1.1583 -3.8675  0.13
H -0.9669 1.7142 -4.0324  0.00
H 0.9113 1.7045 -4.0699  0.00
Br 2.7976 -2.3181 3.6233  0.01
C 1.1427 -1.9464 2.7753  0.01
C -0.0178 -2.6442 3.1227  -0.01
C -1.2291 -2.2225 2.5759  0.01
C -1.2266 -1.1799 1.6346  0.01
N -0.1063 -0.5441 1.3031  0.24
C 1.0521 -0.8557 1.8975  0.01
H 0.0300 -3.4682 3.8360  0.00
H -2.1697 -2.6732 2.8846  0.00
H -2.1508 -0.8783 1.1432  0.00
H 1.9278 -0.2508 1.7069  0.00



Entry 6:
A molecular structure, C11H8CeNO5 at a distorted geometry, computed with ωB97M-V with the def2-TZVPD basis set.

The value obtained for the largest force on an atom is 0.1430 Eh/bohr. As for the spin multiplicity: 2. As for the net charge: +2. The energy above the lowest of the compared OMol25 structures with the same formula, charge and spin is 79.2 kcal per mole.

Each line ends with the Löwdin spin population.
CARTESIAN COORDINATES (ANGSTROEM)
O 0.4776 -0.0847 -3.4454  0.00
C 0.2950 0.1376 -2.3199  -0.01
Ce 0.5707 0.4787 0.0008  0.92
O 3.5131 -0.1227 -2.3670  0.00
C 2.6926 0.0389 -1.5804  0.00
C -1.5632 -0.4016 -0.5642  -0.12
O -1.5112 0.0594 0.7050  -0.17
C -0.5527 -1.6866 -0.8251  0.18
O -0.9245 -2.7397 -0.4509  0.23
C -0.3497 2.7102 -0.7076  0.00
O -0.7250 3.7725 -0.5771  0.00
H -2.5292 -0.6313 -1.1535  0.00
N 1.4922 -0.3751 2.2740  0.00
C 0.6245 0.0187 3.3577  0.00
C -0.4545 -0.8172 3.6424  0.00
C -1.3002 -0.4927 4.7111  0.00
C -0.9633 0.6018 5.5347  0.00
C 0.1165 1.4565 5.2138  0.00
C 0.9114 1.1684 4.0955  0.00
H 1.5067 -1.3831 2.1138  0.00
H 2.4472 -0.0401 2.3579  0.00
H -0.6637 -1.6341 2.9397  0.00
H -2.1316 -1.1755 4.9372  0.00
H -1.5028 0.7089 6.4884  0.00
H 0.3670 2.3194 5.8472  0.00
H 1.7430 1.7991 3.7743  0.00